A molecular structure, C25H28BiN5O3 in a non-equilibrium geometry, computed with ωB97M-V with the def2-TZVPD basis set.

Cartesian coordinates (Å):
Bi1 0.406 0.155 0.200
O1 1.528 3.262 -2.545
O2 0.111 -1.310 -1.686
O3 -1.350 -1.408 1.035
N1 -0.629 -5.094 0.256
N2 1.086 -3.662 -3.389
N3 -0.415 0.964 2.263
N4 0.986 1.981 -0.658
N5 -1.588 0.878 -0.445
C1 -3.427 -1.474 -2.531
C2 -0.815 -1.973 2.032
C3 -0.308 -1.255 3.171
C4 -1.932 2.223 -0.029
C5 0.243 -1.949 4.230
C6 -1.159 -4.092 0.930
C7 0.993 -4.033 5.401
C8 0.270 -2.840 -3.969
C9 0.798 -5.296 0.082
C10 1.338 -4.305 -0.967
C11 -0.996 -1.571 -2.263
C12 -0.511 0.175 3.259
C13 0.712 -4.583 -2.337
C14 -2.258 -0.989 -1.919
C15 -2.430 0.188 -1.130
C16 -2.150 2.401 1.476
C17 0.115 -4.025 3.056
C18 -2.181 -2.747 -4.091
C19 -0.583 -3.396 2.006
C20 -1.002 -2.427 -3.426
C21 1.271 2.611 -1.629
C22 0.456 -3.338 4.196
C23 -0.861 2.323 2.302
C24 -4.695 -2.831 -4.209
C25 -3.420 -2.368 -3.586
H1 1.320 -5.133 1.022
H2 -2.134 -3.366 -4.976
H3 0.966 -6.326 -0.238
H4 -2.850 1.646 1.841
H5 -1.058 2.649 3.328
H6 1.945 -3.604 5.706
H7 -4.990 -2.130 -4.990
H8 1.096 -3.283 -0.664
H9 1.021 -5.581 -2.671
H10 -5.492 -2.863 -3.473
H11 1.128 -5.095 5.221
H12 0.577 -2.433 -4.930
H13 -0.089 2.958 1.863
H14 -2.841 2.540 -0.549
H15 -4.590 -3.813 -4.662
H16 -3.430 0.617 -1.238
H17 0.295 -3.911 6.228
H18 -0.788 0.569 4.241
H19 -2.599 3.384 1.630
H20 -1.223 -5.583 -0.400
H21 -4.380 -1.112 -2.170
H22 -0.379 -4.549 -2.261
H23 2.422 -4.410 -1.019
H24 0.257 -5.095 3.014
H25 0.550 -1.404 5.111
H26 2.019 -3.789 -3.776
H27 -2.138 -3.746 0.604
H28 -1.106 2.864 -0.346

For the total energy, the calculation gives -45798.0516 eV. The HOMO energy comes out at -13.51 eV. The relative energy (zero: lowest compared OMol25 entry of this formula, charge and spin) is 1.6647 eV. The calculation puts the lowest unoccupied orbital energy at -6.41 eV. The gap between HOMO and LUMO comes out at 7.1 eV. As for the charge: +2.

Löwdin population analysis, charges in e, atoms 1 to 5: 1.91, 0.18, -0.23, -0.17, 0.08